[1]
ORCA calculation (ωB97M-V/def2-TZVPD) on 2 unconnected molecules or ions with the total composition CH2FN2O2 at a distorted geometry.

Structure (XYZ):
```
8
Properties=species:S:1:pos:R:3:forces:R:3:mulliken_charge:R:1
C -0.687402 -0.576123 -2.220339 0.8 1.0 3.5 0.701
N -0.459514 -0.537300 -0.911209 3.8 -3.1 -0.6 -0.662
N 0.105531 -0.380382 1.746264 -0.1 2.2 -1.4 -0.303
O -1.563383 0.164987 -1.494027 -4.6 2.8 -1.8 -0.418
O -0.465737 -0.744183 -3.379967 0.2 -0.7 -1.3 -0.640
F 0.496563 0.712683 2.669143 1.5 -0.3 0.8 -0.307
H 0.802084 -0.339752 0.908759 -1.2 0.2 1.8 0.326
H -0.581081 0.329312 1.417773 -0.3 -2.0 -1.0 0.304
```
Positions in Å, forces in eV/Å.

Properties
- maximum force (eV/Å) = 5.7
- E_tot (eV) = -10858.120
- net charge = -1
- relative energy (zero: lowest compared OMol25 entry of this formula, charge and spin) (kJ/mol) = 486.7



[2]
ORCA calculation (ωB97M-V/def2-TZVPD) on 2 unconnected molecules or ions with the total composition CH2FN2O2 at a distorted geometry.

Structure (XYZ):
```
8
Properties=species:S:1:pos:R:3:forces:R:3:mulliken_charge:R:1
C 1.431731 -0.471643 0.161501 -2.0 -0.3 4.0 0.689
N 0.020234 -0.525752 0.620331 -0.3 -0.4 -2.3 -0.480
N -2.005709 0.154740 -0.689961 -0.4 0.4 1.3 -0.235
O 1.764642 -0.636136 1.438678 2.2 0.1 -2.6 -0.592
O 1.945465 -0.376168 -0.929316 0.1 -0.2 0.4 -0.653
F -1.867638 1.556584 -0.449180 0.0 -0.5 -0.3 -0.218
H -0.048855 0.314657 1.156374 -0.5 0.7 0.3 0.239
H -1.239870 -0.016283 -1.308426 1.0 0.1 -0.8 0.251
```
Positions in Å, forces in eV/Å.

Properties
- maximum force (eV/Å) = 4.5
- E_tot (eV) = -10858.117
- net charge = -1
- relative energy (zero: lowest compared OMol25 entry of this formula, charge and spin) (kJ/mol) = 486.9



[3]
ORCA calculation (ωB97M-V/def2-TZVPD) on a single CH2FNOS molecule at a distorted geometry.

Structure (XYZ):
```
7
Properties=species:S:1:pos:R:3:forces:R:3:mulliken_charge:R:1
H 0.111941 -2.097353 0.797065 0.0 0.5 0.2 0.252
N -0.234348 -1.170449 0.542721 -0.9 -1.3 0.2 -0.551
C 0.611603 -0.460909 0.002840 0.5 0.5 0.1 0.694
F 1.956355 -0.896372 -0.030762 -2.1 2.1 -0.9 -0.214
O 0.268755 0.758447 -0.542620 2.4 -0.5 0.1 -0.304
S -1.338499 1.229285 -0.270821 -1.0 0.4 0.2 -0.058
H -1.375808 2.637351 -0.498425 1.2 -1.7 0.1 0.182
```
Positions in Å, forces in eV/Å.

Properties
- maximum force (eV/Å) = 3.1
- SMILES string = [H]/N=C(\F)OS
- E_tot (eV) = -18157.829
- relative energy (zero: lowest compared OMol25 entry of this formula, charge and spin) (kJ/mol) = 163.7



[4]
ORCA calculation (ωB97M-V/def2-TZVPD) on 2 unconnected molecules or ions with the total composition CH2FNOS at a distorted geometry.

Structure (XYZ):
```
7
Properties=species:S:1:pos:R:3:forces:R:3:mulliken_charge:R:1
C 1.464545 0.299438 0.069286 -5.9 -3.1 -4.1 0.092
N -0.852160 -0.197962 0.781218 0.9 -0.1 0.4 -0.169
O 1.207421 0.015518 -1.054130 2.2 0.9 1.6 -0.294
F -1.068171 1.150074 1.139826 -0.2 0.3 0.0 -0.181
S -1.319759 -0.304650 -0.795892 -1.3 -1.7 -0.2 -0.013
H 2.196875 0.724804 0.573264 3.9 2.1 2.2 0.369
H -1.628749 -1.687219 -0.713574 0.4 1.6 0.0 0.196
```
Positions in Å, forces in eV/Å.

Properties
- maximum force (eV/Å) = 7.8
- E_tot (eV) = -18153.335
- relative energy (zero: lowest compared OMol25 entry of this formula, charge and spin) (kJ/mol) = 597.3



[5]
ORCA calculation (ωB97M-V/def2-TZVPD) on a single CH2FNOS molecule at a distorted geometry.

Structure (XYZ):
```
7
Properties=species:S:1:pos:R:3:forces:R:3:mulliken_charge:R:1
O -1.519288 -1.507804 -0.073219 1.1 1.8 0.1 -0.456
C -1.394561 -0.314224 -0.106282 -2.4 -0.4 -0.7 0.659
F -2.526492 0.459278 0.037553 0.4 -0.1 0.2 -0.239
N -0.389491 0.538880 -0.462157 3.2 -4.8 0.2 -0.324
S 1.232592 -0.255692 0.016549 -0.9 0.4 -1.3 -0.120
H -0.357580 1.478415 -0.227011 -0.5 1.9 0.6 0.296
H 1.562791 -1.088025 -1.077239 -0.9 1.2 0.9 0.184
```
Positions in Å, forces in eV/Å.

Properties
- maximum force (eV/Å) = 5.8
- SMILES string = O=C(F)NS
- E_tot (eV) = -18159.146
- relative energy (zero: lowest compared OMol25 entry of this formula, charge and spin) (kJ/mol) = 36.7



[6]
ORCA calculation (ωB97M-V/def2-TZVPD) on a gas-phase ion, CH2FO4S (charge -1) at a distorted geometry.

Structure (XYZ):
```
9
Properties=species:S:1:pos:R:3:forces:R:3:mulliken_charge:R:1
O -1.183850 1.613401 0.180509 -0.8 1.1 -0.9 -0.558
S -0.361906 0.712200 0.865963 1.0 -3.7 4.5 1.278
O 0.848946 1.061672 1.549006 -0.1 0.7 -1.4 -0.569
F -1.195984 0.321311 2.320279 -0.3 0.5 -1.5 -0.385
O -0.382480 -0.735372 0.364317 -0.1 1.3 0.4 -0.391
C 0.503296 -0.725413 -1.121704 -0.2 -0.6 -3.0 -0.023
O 1.248603 0.268488 -1.200156 0.1 -0.2 0.2 -0.663
H -0.441746 -0.737282 -1.795678 0.8 0.0 0.9 0.148
H 0.965122 -1.779004 -1.162537 -0.5 0.9 0.8 0.164
```
Positions in Å, forces in eV/Å.

Properties
- maximum force (eV/Å) = 5.9
- SMILES string = O=S(=O)(F)OC[O-]
- E_tot (eV) = -22812.535
- net charge = -1
- relative energy (zero: lowest compared OMol25 entry of this formula, charge and spin) (kJ/mol) = 160.3



[7]
ORCA calculation (ωB97M-V/def2-TZVPD) on 2 unconnected molecules or ions with the total composition CH2FPSi at a distorted geometry.

Structure (XYZ):
```
6
Properties=species:S:1:pos:R:3:forces:R:3:mulliken_charge:R:1
C 1.202704 0.606132 0.198312 0.5 -1.3 0.7 0.268
F 2.051956 1.569882 -0.108955 -0.4 0.5 -0.2 -0.174
Si -0.374262 -0.295476 0.096125 -0.5 1.0 -0.8 -0.009
P 1.657129 -0.861331 0.977068 -0.6 0.4 -0.7 -0.092
H -1.085660 -0.040882 -1.320291 0.8 -0.6 0.9 -0.011
H -3.451868 -0.978325 0.157739 0.1 0.0 0.1 0.018
```
Positions in Å, forces in eV/Å.

Properties
- maximum force (eV/Å) = 1.6
- E_tot (eV) = -20946.702
- relative energy (zero: lowest compared OMol25 entry of this formula, charge and spin) (kJ/mol) = 409.4



[8]
ORCA calculation (ωB97M-V/def2-TZVPD) on a molecular structure, CH2I3P at a distorted geometry.

Structure (XYZ):
```
7
Properties=species:S:1:pos:R:3:forces:R:3:mulliken_charge:R:1
C 0.432600 0.325130 -0.424195 -0.3 -0.4 0.8 -0.712
P -1.229717 -0.562156 -0.175071 1.4 -2.4 2.6 0.033
I 0.724712 1.853242 1.091177 0.1 -0.1 -0.5 0.186
I 1.972667 -1.152546 -0.244388 0.3 0.1 -0.2 0.206
I 0.322599 1.096374 -2.397757 0.1 0.3 -0.1 0.200
H -1.585023 0.184976 0.944473 -0.5 0.5 0.1 0.057
H -0.637837 -1.745021 1.205762 -1.1 2.0 -2.6 0.032
```
Positions in Å, forces in eV/Å.

Properties
- maximum force (eV/Å) = 3.8
- E_tot (eV) = -34657.425
- relative energy (zero: lowest compared OMol25 entry of this formula, charge and spin) (kJ/mol) = 150.9



Question: The lowest maximum force belongs to which entry?
Answer: CH2FPSi